No. 1
{"formula": "C14H34FO6PSi2", "method": "wB97M-V/def2-TZVPD", "species": ["H", "H", "H", "H", "C", "H", "H", "H", "H", "C", "H", "H", "H", "C", "H", "C", "H", "O", "O", "H", "H", "H", "F", "C", "H", "C", "H", "H", "C", "O", "Si", "H", "H", "H", "H", "P", "O", "H", "O", "H", "C", "H", "C", "H", "H", "H", "C", "H", "C", "Si", "H", "C", "O", "H", "C", "H", "C", "H"], "positions_angstrom": [[2.3307, 0.8796, -1.8241], [-0.0849, 2.9422, 1.7800], [-0.9633, 4.6331, 0.0480], [-1.8940, 3.2610, -2.5627], [-5.3968, -5.4382, 0.9272], [5.5170, 2.6787, -0.0802], [3.5725, 0.9482, -0.6130], [-5.3894, -3.2728, 1.1182], [-0.9031, 1.1263, 3.0140], [-5.6059, -5.2987, 3.2777], [5.7614, 3.6428, -1.5485], [3.0445, -1.2709, -0.4325], [-3.6520, -0.1369, -2.0014], [6.0453, 2.7192, -1.0337], [-6.6451, -6.8244, 2.1004], [2.2034, -0.6166, -0.2274], [8.0305, 3.5791, -0.7019], [1.8278, 1.7796, 0.0444], [5.6425, 1.6124, -1.8480], [0.3819, 0.4863, 2.0495], [-2.4861, 2.8415, -0.9708], [-0.9465, -1.0809, 0.1592], [-3.3307, -2.1033, -0.4975], [-4.7863, -4.1355, 1.4223], [-3.7682, -3.9863, 1.0691], [2.5120, 0.7786, -0.7600], [-4.9458, -6.0849, 3.6604], [8.0002, 2.7040, -2.9847], [-2.0704, 3.6505, -1.5661], [-4.7942, -4.2013, 2.8533], [-3.8545, -0.5997, -0.6235], [-7.2887, -5.1873, 1.9327], [1.2968, -1.0227, -0.6577], [-5.8672, -5.3409, -0.0501], [-0.6390, 5.1893, -1.5651], [0.3159, 2.0574, -0.3761], [-3.0453, 0.3083, 0.4826], [2.0483, -0.5199, 0.8437], [0.3733, 3.5059, -1.0888], [7.8012, 1.9576, -0.0389], [-0.5970, 2.1927, 1.1704], [8.9235, 1.4501, -2.1498], [-0.6299, 0.8887, 1.9892], [-5.3002, -0.6357, -0.3637], [-2.1801, -1.4558, 2.2057], [-2.8369, 4.4212, -1.6447], [7.5553, 2.6150, -0.8762], [-6.2613, -4.9733, 4.0866], [7.9601, 1.9560, -2.1895], [-1.7207, -0.4480, 1.2385], [-1.5987, 2.5807, 1.0354], [6.7996, 1.0010, -2.4273], [-0.2157, 1.0827, -1.3245], [6.9665, 0.0415, -1.9258], [-0.8293, 4.2940, -0.9797], [6.6174, 0.8115, -3.4855], [-6.3726, -5.7710, 2.0506], [-4.6279, -6.2114, 0.8600]], "forces_ev_per_a": [[-0.4, 0.2, 0.0], [0.1, 0.1, -0.1], [-0.1, -0.2, 0.1], [0.2, 0.0, -0.1], [0.1, -0.1, 0.0], [-0.1, 0.0, 0.0], [0.1, 0.4, 0.1], [0.0, 0.0, -0.1], [-0.2, 0.0, 0.1], [0.2, -0.1, 0.0], [0.0, 0.0, 0.1], [0.0, -0.2, 0.0], [0.2, 0.0, 0.0], [-0.1, 0.1, -0.1], [0.0, 0.0, 0.0], [-0.2, 0.5, -0.3], [0.0, 0.0, 0.0], [-0.5, 0.2, -0.4], [0.2, 0.0, 0.0], [0.1, -0.1, 0.0], [0.1, -0.1, 0.1], [0.0, -0.2, 0.2], [0.1, -0.3, -0.1], [-0.1, 0.1, 0.1], [0.0, 0.0, 0.1], [0.8, -0.7, 0.6], [-0.1, -0.1, 0.0], [0.0, 0.0, 0.0], [-0.3, 0.0, 0.2], [-0.1, -0.1, -0.1], [-0.4, 0.7, -0.2], [0.0, 0.0, 0.0], [-0.1, -0.1, -0.1], [0.0, 0.0, 0.0], [0.3, 0.1, 0.0], [0.1, 0.5, -0.8], [0.3, -0.9, 0.2], [0.2, -0.2, 0.2], [-0.3, -0.1, 1.2], [0.0, 0.0, 0.0], [0.6, 0.3, 0.7], [0.0, 0.0, 0.0], [-0.1, -0.1, -0.3], [0.0, 0.0, 0.2], [-0.1, 0.1, 0.2], [-0.1, 0.1, 0.0], [0.0, -0.1, 0.1], [0.0, 0.1, 0.0], [0.0, 0.1, -0.1], [0.2, 0.7, -0.6], [-0.2, -0.1, -0.4], [0.0, -0.1, 0.1], [-0.5, -0.9, -0.2], [0.1, 0.0, -0.1], [0.1, 0.4, -0.7], [-0.1, 0.0, 0.0], [-0.1, 0.1, 0.0], [0.0, 0.0, 0.0]], "orbital_gap_ev": 10.161, "homo_energy_ev": -9.30, "molar_mass_g_mol": 404.56, "energy_ev": -55121.1633}

---

No. 2
{"formula": "C4H10N3", "method": "wB97M-V/def2-TZVPD", "species": ["C", "H", "H", "H", "H", "H", "C", "N", "C", "H", "H", "N", "C", "N", "H", "H", "H"], "positions_angstrom": [[2.3985, -0.0666, 0.0456], [-1.7170, -1.4836, 0.9253], [2.9955, 0.8701, -0.0470], [-1.1279, -2.0148, -0.6736], [-2.2825, 0.0805, -1.4104], [0.5115, -0.1068, -1.5229], [-1.2344, -1.1795, 0.0483], [-1.9433, -0.0326, -0.4060], [-1.3390, 1.1190, 0.1661], [2.8667, -0.9036, -0.5429], [2.2568, -0.3388, 1.1903], [0.0526, 0.6257, 0.4160], [0.9696, -0.0131, -0.4880], [0.0937, -0.7874, 0.3646], [0.6165, 0.8902, 1.2343], [-1.7016, 1.3784, 1.1465], [-1.4157, 1.9630, -0.4462]], "forces_ev_per_a": [[-0.2, -0.7, 0.5], [-0.3, -1.0, 1.5], [-0.6, -0.7, -0.2], [-0.7, 0.4, 0.3], [1.0, -0.5, 2.0], [1.6, 0.9, 0.8], [-0.4, -1.2, -2.5], [-1.4, 1.3, -3.0], [-0.3, -1.4, 0.4], [0.0, 0.8, 1.0], [0.7, 0.3, -2.4], [1.5, 1.7, 1.8], [-1.4, -1.4, -2.0], [1.5, -0.6, 2.0], [-1.0, 0.8, 0.0], [-0.2, 0.0, 0.6], [0.3, 1.3, -1.0]], "orbital_gap_ev": 11.350, "smiles": "C[C@H]1N2CNC[N@H+]12", "homo_energy_ev": -14.26, "total_charge": 1, "molar_mass_g_mol": 100.14, "energy_ev": -8770.8015}

---

No. 3
{"formula": "C5H7F", "method": "wB97M-V/def2-TZVPD", "species": ["C", "H", "C", "H", "C", "H", "C", "F", "H", "H", "C", "H", "H"], "positions_angstrom": [[1.5865, -0.5130, -0.3451], [-0.6373, 1.2910, -1.5172], [-1.6918, 1.4445, 0.2798], [-2.0306, 1.2934, 1.3311], [0.7435, -0.9515, 0.8487], [-2.3144, 2.1407, -0.1245], [-0.7434, 0.8443, -0.4893], [-0.7652, -1.8294, -1.1750], [2.4190, 0.1763, -0.3616], [1.8114, -1.2246, -1.0353], [0.1441, -0.1651, -0.1619], [0.9119, -0.5470, 1.8183], [0.5663, -1.9597, 0.9322]], "forces_ev_per_a": [[-1.1, 1.5, 1.2], [-0.1, -0.8, 1.1], [1.3, -2.5, 1.4], [1.1, -0.6, -0.7], [1.4, 1.2, 0.9], [-1.3, 2.1, -1.6], [-1.9, 2.8, -0.7], [1.2, 2.2, 1.1], [-0.4, 0.8, 0.7], [0.0, -2.3, -1.8], [0.5, -3.0, -1.9], [0.1, 0.8, 0.6], [-0.8, -2.2, -0.3]], "orbital_gap_ev": [8.764, 8.760], "homo_energy_ev": [-10.02, -10.01], "molar_mass_g_mol": 86.11, "energy_ev": -8011.1319}

---

No. 4
{"formula": "C4H6O2", "method": "wB97M-V/def2-TZVPD", "species": ["C", "O", "H", "H", "H", "H", "H", "O", "C", "C", "H", "C"], "positions_angstrom": [[-0.4364, -0.8430, 0.8840], [-1.4479, -1.1946, -1.3962], [-0.1350, -1.8582, 1.1708], [1.6487, 0.0232, 1.2104], [0.3443, 1.2204, 1.0271], [1.3157, -0.0318, -1.4512], [-1.2890, -0.5711, 1.5196], [0.2105, 1.6288, -1.1951], [-0.6659, -0.7066, -0.6284], [0.5101, 0.3097, -0.7886], [-0.7348, 1.8004, -1.0993], [0.6796, 0.2228, 0.7469]], "forces_ev_per_a": [[0.0, -0.1, 0.0], [0.4, 0.4, 0.4], [0.1, 0.2, -0.1], [-0.1, -0.1, -0.3], [0.0, -0.1, 0.7], [-0.1, -0.2, 0.3], [0.1, 0.0, -0.3], [-0.3, 0.0, -0.5], [-0.4, -0.2, -0.3], [0.1, -0.1, 0.0], [0.1, -0.1, 0.0], [0.1, 0.2, 0.1]], "orbital_gap_ev": 10.379, "smiles": "O=C1CC[C@@H]1O", "homo_energy_ev": -9.73, "molar_mass_g_mol": 86.09, "energy_ev": -8338.8558}